Below is a 12-piece molecular cluster, C22H44Cl14O15 overall, with properties calculated with the ωB97M-V functional and the def2-TZVPD basis.

Geometry (Å):
C (-12.265, -18.008, 0.812)
H (-9.829, -8.212, -2.569)
Cl (-8.520, -3.752, -0.348)
H (-5.368, -12.253, -4.760)
H (-15.444, -17.787, -7.811)
H (-9.340, -14.279, -8.719)
C (-7.098, -17.062, -3.183)
C (-17.534, -12.470, -3.893)
C (-3.589, -4.738, -5.791)
Cl (-8.240, -0.874, -0.831)
H (-5.062, -10.644, -5.422)
O (-4.499, -16.606, -2.664)
H (-5.745, -3.503, -4.617)
C (-5.740, -4.579, -4.788)
O (-17.608, -12.104, -2.666)
H (-10.169, -2.218, -0.856)
H (-2.479, -9.969, -1.197)
H (-1.224, -5.779, -7.901)
Cl (-15.983, -7.154, 3.557)
C (-1.609, -5.288, -7.007)
H (-15.349, -11.200, -3.430)
H (-10.493, -13.840, -3.303)
H (-10.660, -8.274, -1.194)
H (-11.317, -17.838, 1.323)
H (-7.134, -16.024, -2.854)
C (-6.165, -13.770, 0.361)
H (-16.078, -19.002, -6.636)
H (-11.745, -22.097, -3.017)
H (-9.255, -9.344, -1.293)
H (-2.458, -18.512, -1.838)
O (-18.422, -13.250, -4.488)
C (-10.120, -8.967, -1.839)
H (-12.661, -17.108, 0.341)
H (-1.405, -4.255, -7.290)
H (-2.908, -17.384, -0.657)
Cl (-5.073, -12.351, -7.063)
Cl (-17.605, -17.338, -6.922)
Cl (-11.734, -14.127, -9.188)
O (-11.788, -19.064, -0.110)
H (-15.594, -7.564, 1.227)
Cl (-10.133, -12.362, -7.519)
O (-9.233, -11.612, -2.292)
H (-14.558, -8.627, 2.269)
C (-15.666, -11.137, -4.471)
H (-12.152, -13.842, -2.707)
H (-12.955, -22.230, -1.838)
C (-10.368, -11.214, -2.423)
O (-3.149, -3.661, -5.362)
H (-5.396, -14.540, 0.418)
Cl (-3.040, -11.937, -4.920)
Cl (-14.998, -17.282, -5.505)
H (-9.279, -2.548, -2.320)
O (-10.872, -10.003, -2.411)
H (-19.415, -13.933, -2.688)
O (-2.951, -5.557, -6.669)
O (-11.330, -12.017, -2.650)
C (-9.162, -2.327, -1.259)
H (-6.547, -4.702, -5.511)
Cl (-13.662, -6.510, 1.829)
Cl (-5.886, -12.538, 1.576)
Cl (-7.654, -14.658, 0.675)
H (-2.443, -8.287, -1.599)
H (-14.807, -11.334, -5.112)
C (-5.090, -17.587, -2.155)
H (-19.850, -14.735, -4.217)
H (-6.182, -13.476, -0.688)
H (-5.896, -5.111, -3.849)
H (-13.134, -20.978, -3.168)
C (-4.750, -11.687, -5.456)
C (-12.626, -19.696, -0.886)
H (-20.242, -13.081, -3.914)
H (-8.138, -17.385, -3.234)
O (-6.338, -17.888, -2.317)
H (-15.994, -10.108, -4.619)
C (-11.161, -13.413, -2.555)
C (-15.889, -17.946, -6.828)
H (-10.961, -13.697, -1.522)
H (-2.934, -19.147, -0.309)
O (-4.547, -18.512, -1.404)
Cl (-2.317, -8.466, 0.752)
H (-1.050, -5.557, -6.112)
C (-12.468, -21.489, -2.473)
O (-4.797, -5.219, -5.546)
H (-6.726, -17.147, -4.204)
C (-2.845, -8.994, -0.874)
C (-3.179, -18.370, -1.034)
O (-11.889, -20.522, -1.666)
C (-10.234, -13.998, -8.163)
C (-19.455, -13.822, -3.772)
C (-14.974, -7.631, 2.121)
H (-10.330, -14.687, -7.323)
O (-16.663, -12.071, -4.834)
H (-12.999, -18.367, 1.533)
O (-13.829, -19.551, -0.895)
Cl (-4.614, -9.017, -1.088)

Summary:
- LUMO level (eV) = -0.1
- max |F| (eV Å⁻¹) = 5.06
- ΔE to the lowest compared entry with this formula, charge and spin (kcal per mole) = 81.9